The following is a DFT calculation (ωB97M-V/def2-TZVPD) of 2 unconnected molecules or ions with the total composition C2H5N3O.

Last column: Löwdin charge in e.
CARTESIAN COORDINATES (ANGSTROEM)
C (-2.1552, -0.1563, -0.1532)  -0.44
C (1.3513, -0.0294, -0.1368)  -0.38
N (-2.5925, 0.8552, 0.2932)  0.12
N (-1.2896, -1.0317, -0.6069)  0.11
N (0.2446, -0.5502, 0.6372)  0.14
O (1.3861, 1.3189, -0.3084)  -0.03
H (1.4286, -0.4056, -1.1255)  0.11
H (2.3903, -0.3542, 0.2664)  0.15
H (-1.6187, -1.8606, -0.1394)  0.08
H (-0.2191, 0.3209, 0.9065)  0.05
H (1.0742, 1.8931, 0.3668)  0.08

- total charge = 0
- HOMO-LUMO gap (alpha / beta) (eV) = 8.253 / 8.630
- ΔE to the lowest compared entry with this formula, charge and spin (kcal per mole) = 122.3


The following is a DFT calculation (ωB97M-V/def2-TZVPD) of C8H9N3 in the gas phase.

Last column: Löwdin charge in e.
CARTESIAN COORDINATES (ANGSTROEM)
C (1.8588, -2.3996, -0.5484)  -0.16
C (0.6647, -1.7280, -0.9482)  -0.04
N (0.8363, -0.5531, -0.3303)  0.03
C (2.0343, -0.5105, 0.3771)  -0.33
C (2.1154, 0.7715, 0.9838)  -0.01
C (1.0031, 1.4718, 0.6747)  -0.06
N (0.1628, 0.7505, -0.1587)  0.00
C (-1.1582, 0.9378, -0.5906)  -0.27
C (-2.1387, -0.0589, -0.1602)  -0.12
C (-2.2254, 1.3471, 0.4246)  -0.05
N (2.6388, -1.6274, 0.2027)  0.08
H (2.1857, -3.4332, -0.8049)  0.10
H (-0.1881, -2.0162, -1.4177)  0.07
H (2.8743, 1.1595, 1.6413)  0.10
H (0.6831, 2.4445, 1.0498)  0.13
H (-1.3216, 1.2621, -1.6859)  0.17
H (-2.1981, -0.7942, 0.5052)  0.06
H (-2.9140, -0.3421, -0.9007)  0.12
H (-3.0492, 2.0356, 0.3140)  0.10
H (-1.8641, 1.2827, 1.3724)  0.06

- total charge = 0
- HOMO-LUMO gap (eV) = 8.542
- structure (SMILES) = c1cn2c(ccn2C2CC2)n1
- ΔE to the lowest compared entry with this formula, charge and spin (kcal per mole) = 83.4


The following is a DFT calculation (ωB97M-V/def2-TZVPD) of a molecular structure, CH5InN2O2.

Last column: Löwdin charge in e.
CARTESIAN COORDINATES (ANGSTROEM)
In (-16.2494, -29.2200, -20.0407)  1.00
O (-15.9394, -29.9883, -15.8902)  0.23
H (-16.3458, -30.6695, -15.3199)  0.08
C (-16.5055, -24.8804, -24.5614)  -0.66
O (-16.6620, -25.6114, -23.5887)  0.16
N (-17.2022, -24.7316, -25.6110)  0.27
N (-15.6029, -23.9132, -24.6610)  0.28
H (-18.0148, -25.3312, -25.5964)  0.17
H (-16.9385, -24.1341, -26.3814)  0.17
H (-15.7415, -23.0515, -25.1692)  0.16
H (-15.0044, -23.8211, -23.8527)  0.15

- total charge = +2
- HOMO-LUMO gap (eV) = 1.424
- ΔE to the lowest compared entry with this formula, charge and spin (kcal per mole) = 46.5


The following is a DFT calculation (ωB97M-V/def2-TZVPD) of 2 unconnected molecules or ions with the total composition C2H6BrOS.

Last column: Löwdin charge in e.
CARTESIAN COORDINATES (ANGSTROEM)
Br (3.4050, -1.6554, -0.9960)  -0.66
C (-1.0733, 0.9329, 0.9488)  -0.30
S (0.4512, 0.8533, -0.0062)  0.75
O (1.5003, 0.4236, 0.9304)  -0.58
C (0.0396, -0.6080, -0.9527)  -0.32
H (-1.9101, 1.1919, 0.2960)  0.04
H (-0.9513, 1.6415, 1.7654)  0.04
H (-1.2891, -0.0411, 1.3931)  0.04
H (-0.5380, -1.3211, -0.3579)  0.05
H (0.9906, -1.0720, -1.2394)  -0.11
H (-0.6250, -0.3457, -1.7817)  0.04

- total charge = -1
- HOMO-LUMO gap (eV) = 6.457
- ΔE to the lowest compared entry with this formula, charge and spin (kcal per mole) = 0.0


The following is a DFT calculation (ωB97M-V/def2-TZVPD) of a molecular structure, C28H35CeN3O.

Last column: Löwdin charge in e.
CARTESIAN COORDINATES (ANGSTROEM)
Ce (-0.0240, -0.2785, 1.2936)  1.01
N (-1.8791, -2.7606, 2.7118)  0.05
N (1.7776, -1.4585, 0.1981)  -0.05
C (0.0859, 2.4146, 1.2255)  -0.30
C (1.4297, 1.9164, 1.2952)  -0.30
C (1.5739, 1.2090, 2.5431)  -0.32
C (2.7008, 0.3355, 2.9460)  -0.05
H (3.6242, 0.6632, 2.4546)  0.08
H (2.4987, -0.7182, 2.6744)  0.06
H (2.8317, 0.3683, 4.0350)  0.08
C (0.3281, 1.3063, 3.2553)  -0.33
C (0.0187, 0.6931, 4.5783)  -0.05
H (-0.4369, 1.4402, 5.2431)  0.08
H (0.9295, 0.3124, 5.0538)  0.07
H (-0.6874, -0.1502, 4.4939)  0.08
C (-0.5961, 2.0263, 2.4294)  -0.32
C (-2.0059, 2.3134, 2.8131)  -0.05
H (-2.5141, 1.4180, 3.1997)  0.08
H (-2.5914, 2.6865, 1.9658)  0.07
H (-2.0380, 3.0668, 3.6139)  0.08
C (2.5164, 2.1367, 0.2980)  -0.04
H (3.3561, 2.7027, 0.7287)  0.08
H (2.1603, 2.6852, -0.5817)  0.07
H (2.9306, 1.1860, -0.0576)  0.06
C (-0.4501, 3.2802, 0.1322)  -0.04
H (-1.5377, 3.1776, 0.0287)  0.07
H (-0.0070, 3.0322, -0.8431)  0.07
H (-0.2390, 4.3462, 0.3210)  0.08
C (-2.7765, -3.7192, 2.5255)  -0.22
H (-3.6781, -3.7014, 3.1440)  0.08
C (-2.6398, -4.7651, 1.5960)  -0.14
H (-3.4410, -5.4943, 1.4764)  0.07
C (-1.4650, -4.8017, 0.8362)  -0.13
H (-1.3345, -5.5604, 0.0602)  0.09
C (-0.4445, -3.9019, 1.1225)  -0.05
H (0.5022, -3.8969, 0.5751)  0.10
C (-0.5951, -2.9194, 2.1823)  -0.45
C (0.4257, -2.0080, 2.5773)  -0.31
H (0.8421, -2.0521, 3.5928)  0.02
C (0.8140, -1.1408, -0.6796)  -0.33
C (2.9520, -1.7224, -0.5250)  -0.11
H (3.8402, -2.0578, -0.0131)  0.09
C (2.7173, -1.4330, -1.8374)  -0.09
H (3.3691, -1.4784, -2.6926)  0.10
N (1.3531, -1.0894, -1.9476)  -0.03
C (0.6576, -0.3376, -2.9273)  -0.11
C (1.2206, 0.8373, -3.4721)  -0.19
C (0.3676, 1.7430, -4.1180)  -0.02
H (0.7999, 2.6428, -4.5557)  0.11
C (-1.0094, 1.5412, -4.1810)  -0.28
C (-1.9558, 2.4936, -4.8464)  -0.07
H (-2.7938, 2.7261, -4.1799)  0.08
H (-2.3911, 2.0541, -5.7523)  0.08
H (-1.4652, 3.4285, -5.1177)  0.07
C (-1.5366, 0.3792, -3.6182)  -0.02
H (-2.6144, 0.2131, -3.6589)  0.12
C (-0.7354, -0.5683, -2.9912)  -0.19
C (-1.3791, -1.7931, -2.4131)  -0.05
H (-1.2141, -2.6772, -3.0478)  0.09
H (-2.4666, -1.6401, -2.3598)  0.07
H (-1.0179, -2.0467, -1.4024)  0.05
C (2.6667, 1.2097, -3.3603)  -0.06
H (3.2516, 0.8062, -4.2011)  0.09
H (3.1458, 0.8843, -2.4306)  0.06
H (2.7518, 2.3055, -3.4132)  0.08
O (-2.4816, -0.4712, 0.7877)  -0.09
H (-2.9517, -0.2125, -0.0267)  0.09
H (-3.0456, -1.1266, 1.2429)  0.08

- total charge = -1
- HOMO-LUMO gap (alpha / beta) (eV) = 3.813 / 3.823
- 2S+1 = 2